No. 1
Entry from OMol25: a molecular structure, C40H63N10O5SSbY at a distorted geometry (the ωB97M-V functional and the def2-TZVPD basis).

Its charge is +1. The value obtained for the largest force on an atom is 3.255 eV/Å. As for the energy relative to the best compared isomer or geometry (same formula, charge and spin): 334.2 kJ/mol.

XYZ file:
```
121
Properties=species:S:1:pos:R:3:forces:R:3
Y -0.251041 0.224120 0.481806 0.06 -0.20 0.13
N 0.801757 -1.291157 -1.893314 -0.53 -0.36 0.16
C 2.129379 -1.826573 -1.595874 -0.16 0.28 -0.07
C 2.504610 -2.938136 -2.583086 -0.10 -0.15 0.08
C 3.921301 -3.507908 -2.552922 0.13 -0.05 -0.08
C 5.005200 -2.443111 -2.407004 -0.01 -0.05 0.15
N 5.020877 -2.025700 -1.007583 -0.08 -0.18 -0.28
C 5.380494 -0.833662 -0.571864 0.04 0.02 0.63
N 6.145330 -0.019479 -1.314877 0.35 -0.45 -0.14
N 5.002836 -0.461556 0.657113 0.78 -2.95 -1.12
C 2.162017 -2.192223 -0.103116 0.22 -0.59 -0.11
O 2.942329 -3.080553 0.309502 -0.06 0.37 -0.25
O 1.408339 -1.524787 0.637088 -0.52 0.77 0.44
H 0.156212 -2.056999 -2.071046 0.01 0.00 -0.19
H 0.820775 -0.730951 -2.737273 -0.01 0.09 0.04
H 2.821506 -0.978813 -1.688542 -0.02 -0.06 -0.03
H 2.313572 -2.547298 -3.586069 -0.01 0.09 -0.02
H 1.795603 -3.759725 -2.439080 0.00 -0.01 -0.02
H 4.102758 -4.056745 -3.478090 -0.05 0.02 -0.04
H 4.017753 -4.234252 -1.743149 0.08 0.11 0.00
H 4.786198 -1.577194 -3.042778 -0.04 -0.04 -0.10
H 5.971069 -2.849264 -2.714944 0.05 0.03 0.11
H 4.300269 -2.493118 -0.421706 0.39 -0.33 0.00
H 6.410631 -0.297088 -2.242318 0.01 -0.07 0.01
H 6.191480 0.959160 -1.088519 0.17 -0.38 0.00
H 4.262705 -0.996832 1.095579 0.20 -0.04 -0.05
H 5.134740 0.490898 0.953436 0.56 -0.92 -0.18
C 2.976570 5.691292 2.207618 -0.02 0.00 0.08
O 2.219536 5.477667 3.393126 0.09 0.07 -0.12
C 1.197213 4.601651 3.321396 -0.04 -0.04 0.05
C 0.443396 4.446951 4.502981 0.07 0.04 -0.02
C -0.605692 3.571989 4.504798 -0.05 -0.07 0.01
C -0.933830 2.791683 3.375648 -0.03 -0.02 0.02
C -2.040512 1.845325 3.398493 -0.02 0.06 0.01
C -3.067987 1.931590 4.504380 0.07 0.07 0.06
O -2.177049 0.966362 2.544417 -0.07 -0.16 0.10
C -0.171459 2.956768 2.190053 -0.26 0.07 0.09
O -0.443189 2.294173 1.098067 0.37 -0.23 0.15
C 0.885987 3.885523 2.184671 -0.03 -0.01 -0.06
H 3.735606 6.423617 2.462452 0.01 0.02 0.03
H 2.346422 6.082415 1.406353 -0.02 0.01 0.00
H 3.455132 4.767693 1.872405 0.00 -0.02 0.01
H 0.712958 5.024357 5.377177 -0.02 -0.01 -0.04
H -1.186563 3.463194 5.413080 0.01 0.00 -0.03
H -3.441216 2.951005 4.612763 0.00 -0.03 0.02
H -2.622232 1.640223 5.459357 -0.02 0.02 -0.03
H -3.889876 1.254626 4.283485 0.02 -0.01 -0.02
H 1.432520 3.995689 1.259587 -0.01 0.00 0.02
C -4.299351 2.324974 0.808072 0.21 0.11 0.01
Sb -3.224839 0.750361 -0.150759 -0.94 -0.04 -0.28
C -4.082045 1.239421 -2.059994 0.09 -0.07 -0.03
C -4.616891 -0.763028 0.441483 0.08 0.03 0.10
H -5.314171 2.327042 0.411058 0.01 0.02 -0.01
H -3.820668 3.282164 0.596770 -0.03 -0.04 0.03
H -4.322035 2.163407 1.882441 -0.03 -0.02 -0.05
H -5.113703 0.882208 -2.090699 0.05 0.04 -0.01
H -3.511935 0.820386 -2.888834 -0.06 -0.03 0.06
H -4.079472 2.326774 -2.146297 0.01 -0.04 -0.03
H -5.620696 -0.456022 0.144250 0.01 -0.02 0.01
H -4.573592 -0.848957 1.528618 -0.02 0.00 -0.05
H -4.353758 -1.722250 0.000046 -0.01 0.02 0.00
C -0.613505 3.565790 -3.959211 0.04 0.02 0.06
C -1.068502 2.296254 -3.650125 0.01 0.00 0.03
C -0.476614 1.555354 -2.631641 0.04 0.00 0.05
C 0.602477 2.067506 -1.892456 0.34 0.01 -0.02
C 1.025059 3.377031 -2.190402 -0.24 0.00 -0.08
C 0.431532 4.101028 -3.207815 -0.03 -0.01 -0.01
N 1.157892 1.306686 -0.864900 1.43 0.56 -0.21
C 2.431372 1.549927 -0.400167 -0.40 0.01 -0.37
C 2.734073 1.304542 0.956740 0.18 0.28 0.26
C 3.978332 1.577873 1.497028 -1.54 1.90 0.59
C 5.005212 2.076529 0.702948 -0.16 2.18 -0.09
C 4.756431 2.258408 -0.656716 -0.66 0.56 0.33
C 3.510645 1.989796 -1.202220 0.16 0.05 0.02
H -1.069789 4.137527 -4.756906 0.03 -0.01 0.02
H -1.887510 1.866082 -4.215213 0.01 0.00 0.03
H -0.849971 0.556995 -2.420994 -0.01 -0.01 -0.05
H 1.803973 3.834034 -1.596083 0.02 0.00 -0.01
H 0.780179 5.106162 -3.413999 -0.01 -0.02 0.01
H 1.961769 0.944624 1.629418 0.09 0.06 0.12
H 4.134503 1.440513 2.561630 0.02 -0.07 -0.03
H 5.956414 2.355033 1.140168 0.02 -0.03 0.00
H 5.542424 2.632169 -1.304757 -0.06 0.22 -0.01
H 3.343930 2.146076 -2.260930 0.02 0.00 0.03
C -2.070379 -5.046309 1.942018 -0.04 0.02 0.02
C -1.477194 -4.339125 0.744238 0.02 0.05 0.04
N -1.402186 -2.917260 1.058432 0.03 0.03 0.19
C -0.947895 -2.450602 2.274543 -0.15 -0.10 0.03
N -0.549233 -1.215824 2.351382 -0.16 -0.19 0.22
C -0.002868 -0.780347 3.634115 -0.02 -0.16 -0.13
C -0.826659 -1.345790 4.774202 -0.03 0.06 0.00
C -0.754978 -2.855182 4.689226 0.02 -0.03 -0.06
N -1.033635 -3.306080 3.327817 0.02 0.00 -0.02
C -1.203481 -4.746248 3.147565 0.00 0.05 0.01
H -2.116355 -6.121395 1.771068 0.01 0.00 0.01
H -3.083495 -4.677053 2.116245 -0.01 -0.04 -0.01
H -2.096996 -4.455824 -0.142849 -0.03 0.03 -0.01
H -0.484132 -4.749220 0.524193 0.01 0.01 -0.02
H -1.144967 -2.333300 0.281468 0.08 -0.12 -0.10
H 0.012561 0.309143 3.667730 0.02 0.03 -0.03
H 1.032550 -1.133339 3.719065 0.05 0.06 0.01
H -1.861293 -1.013191 4.656675 0.01 0.02 0.04
H -0.458001 -1.008297 5.743579 -0.01 -0.02 0.00
H -1.492251 -3.316656 5.348427 -0.02 -0.03 0.01
H 0.233296 -3.207184 5.003397 0.02 -0.01 -0.01
H -1.658269 -5.138713 4.056845 -0.01 0.01 0.02
H -0.225604 -5.227539 3.035508 0.02 -0.01 0.03
C -5.592517 -1.191652 -4.350734 0.06 0.04 0.09
N -4.659263 -1.829653 -3.422909 -0.03 0.02 -0.05
C -3.325401 -1.919339 -3.535785 -0.02 0.04 0.05
S -2.380577 -2.150750 -2.137685 -0.10 -0.05 -0.23
N -2.741947 -1.823342 -4.741495 -0.03 0.02 0.01
C -3.343909 -2.077749 -6.049493 0.07 -0.04 0.07
H -6.510136 -0.991969 -3.804134 0.00 0.00 0.01
H -5.839148 -1.824408 -5.197837 -0.01 -0.04 -0.01
H -5.199547 -0.240036 -4.709474 0.02 0.00 0.01
H -4.962781 -1.902663 -2.465775 -0.03 -0.05 0.01
H -1.740603 -1.894824 -4.685049 0.03 0.00 -0.02
H -3.860874 -1.208735 -6.447517 -0.02 0.04 0.00
H -4.031335 -2.920237 -6.004793 0.00 -0.03 0.02
H -2.542047 -2.336560 -6.735400 0.01 0.00 0.01
```
Positions in Å, forces in eV/Å.

***

No. 2
Entry from OMol25: a molecular structure, C20H48AlF6O24S8 at a distorted geometry (the ωB97M-V functional and the def2-TZVPD basis).

Its charge is +1. The value obtained for the largest force on an atom is 2.766 eV/Å. As for the energy relative to the best compared isomer or geometry (same formula, charge and spin): 0.0 kJ/mol.

XYZ file:
```
107
Properties=species:S:1:pos:R:3:forces:R:3
Al 0.338645 0.657892 -0.058802 -1.70 0.81 2.03
C -1.547454 -0.390292 4.801297 -0.09 0.17 -0.41
F -0.395571 -0.389060 5.455895 0.09 -0.06 0.05
F -2.435206 -1.132245 5.441261 0.11 -0.14 0.13
F -2.009041 0.859339 4.742576 0.06 0.12 -0.06
S -1.363831 -1.091625 3.082164 -0.44 -2.10 -0.79
O -2.717036 -1.275776 2.629273 -0.09 0.66 0.07
O -0.561319 -0.070828 2.376582 0.83 1.56 -1.33
O -0.639026 -2.332439 3.204887 0.25 0.37 0.64
C 0.590525 5.803369 -0.732278 -0.41 -0.71 0.97
F 0.019860 6.965262 -0.459486 0.21 -0.02 -0.03
F -0.000169 5.289564 -1.816050 0.58 0.17 -0.28
F 1.894847 5.969744 -0.911577 -0.12 0.06 -0.43
S 0.264629 4.613911 0.686243 -1.39 0.57 1.11
O -1.152152 4.730699 0.886049 0.00 -0.15 -0.42
O 0.691504 3.278055 0.211910 0.81 -1.78 -1.03
O 1.083684 5.060715 1.782711 0.43 -0.08 -0.44
O -3.904931 2.504054 -1.148985 -0.06 0.03 0.18
S -2.740617 2.674053 -1.949277 -0.37 -0.01 -0.95
O -1.462586 2.233749 -1.459969 1.07 -0.37 0.45
O -2.897440 1.931350 -3.350033 0.21 0.45 0.37
C -4.185221 2.000347 -3.996607 -0.85 -1.14 0.13
C -4.241975 0.927483 -5.048651 -0.29 -0.16 -1.10
C -2.617638 4.348715 -2.502607 0.47 -0.53 0.73
H -4.426112 2.980630 -4.409419 0.46 0.13 0.05
H -4.960321 1.726568 -3.279193 0.18 0.31 0.26
H -5.243378 0.945521 -5.489920 -0.02 0.07 0.10
H -4.108008 -0.090483 -4.685796 0.17 0.17 0.41
H -3.578392 1.078570 -5.904161 0.20 0.17 0.20
H -1.766716 4.356760 -3.177471 -0.24 0.20 -0.28
H -2.370342 4.939331 -1.622222 -0.28 0.11 -0.01
H -3.581352 4.599314 -2.932675 0.09 0.20 -0.12
O 3.367807 2.720839 3.432105 0.01 0.27 -0.10
S 2.094223 2.079896 3.482513 -0.44 -0.66 0.88
O 1.454069 1.691447 2.262303 -0.33 -0.41 -0.80
O 2.223234 0.740464 4.348669 0.21 0.59 -0.71
C 3.018094 0.826673 5.542691 -0.13 0.27 1.50
C 3.314923 -0.567244 6.028504 -0.04 -0.81 -1.16
C 0.904066 2.994004 4.446005 0.57 -0.63 -0.86
H 2.452411 1.353668 6.323292 -0.31 -0.12 -0.18
H 3.911132 1.444490 5.444267 0.11 -0.29 -0.67
H 3.845358 -1.126180 5.250272 0.52 0.30 0.16
H 2.420785 -1.190209 6.097984 -0.25 0.44 0.57
H 3.887986 -0.556351 6.950624 -0.06 -0.04 0.04
H 0.765234 3.923532 3.897284 0.08 0.25 0.42
H 1.339730 3.033279 5.439009 -0.24 0.53 0.10
H -0.005208 2.398709 4.412434 -0.02 0.01 0.13
O -1.713334 -2.486388 -3.505173 -0.25 0.10 0.45
S -0.708769 -1.479305 -3.520947 0.25 -0.39 -2.20
O -0.646967 -0.468701 -2.504376 0.82 0.64 1.28
O 0.731200 -2.156665 -3.653693 -0.40 0.36 1.22
C 0.781629 -3.430097 -4.327369 -0.01 -0.70 -1.36
C 2.164073 -3.645308 -4.896807 0.60 0.87 0.22
C -0.715363 -0.630557 -5.114878 0.46 -0.56 0.61
H 0.039416 -3.382078 -5.127889 0.06 -0.22 -0.02
H 0.552175 -4.300075 -3.712886 -0.37 0.57 0.56
H 2.567213 -2.763387 -5.401835 -0.34 0.06 -0.13
H 2.173378 -4.455274 -5.622375 -0.05 -0.20 0.22
H 2.871348 -3.817979 -4.083897 -0.02 -0.38 -0.08
H 0.302346 -0.247320 -5.143990 -0.17 0.46 -0.27
H -1.491316 0.120309 -5.206822 0.01 0.07 0.31
H -0.822766 -1.388064 -5.888373 -0.08 -0.06 0.05
O -0.109755 -2.047232 0.084445 0.25 1.55 -0.16
S -0.254491 -3.472520 -0.001751 0.31 -1.67 0.83
O -0.282140 -4.138000 -1.263717 -0.13 0.36 -0.37
O 1.018180 -4.025477 0.796308 -0.95 0.61 -0.16
C 1.091339 -5.426684 1.043050 1.43 -1.46 0.10
C 2.342142 -5.672057 1.862431 0.27 -0.46 0.34
C -1.632121 -4.064287 0.991634 0.50 0.40 -0.09
H 1.243521 -6.024987 0.139564 -0.37 0.57 -0.40
H 0.246341 -5.884786 1.560798 -0.31 0.68 0.04
H 3.255811 -5.341590 1.369076 -0.18 0.34 -0.09
H 2.474934 -6.752980 1.963390 -0.18 0.00 0.08
H 2.295852 -5.259968 2.869605 -0.06 0.17 -0.09
H -1.201617 -4.254986 1.970019 -0.21 -0.02 0.08
H -2.007634 -4.959309 0.506669 0.04 -0.02 -0.02
H -2.393742 -3.294837 1.082572 0.09 0.08 -0.14
O 4.675588 1.803387 -1.645022 -0.01 -0.02 -0.11
S 4.210332 2.004056 -0.313106 0.99 1.36 0.01
O 3.088704 1.217738 0.138193 -1.36 -0.84 0.10
O 5.359756 1.726434 0.732510 -1.02 -0.18 -0.45
C 6.659319 2.295990 0.481657 1.94 -0.97 0.54
C 7.115335 3.059500 1.706382 -0.37 0.42 0.23
C 3.897690 3.737171 -0.012493 -0.59 -1.22 0.57
H 6.800603 2.813388 -0.466930 -0.79 0.29 0.06
H 7.324267 1.432106 0.391472 -0.15 -0.06 -0.15
H 8.094289 3.518268 1.568064 -0.10 0.11 -0.34
H 7.234517 2.423533 2.583071 -0.26 -0.24 -0.14
H 6.377673 3.823199 1.960941 0.18 0.14 0.05
H 3.577035 3.801975 1.028921 0.10 0.00 0.04
H 3.027248 3.962639 -0.618527 0.36 0.42 -0.34
H 4.815359 4.293886 -0.163994 -0.14 0.15 -0.40
O -2.411909 -0.252244 -0.135213 0.89 0.47 -0.15
S -3.683926 -0.613091 -0.678539 -1.14 -1.18 0.67
O -4.091565 -0.279930 -2.004908 0.26 0.19 -0.15
O -3.766467 -2.197849 -0.533829 0.20 0.37 -0.02
C -4.719916 -2.907566 -1.354371 -0.19 -0.65 -0.39
C -4.997305 -4.250604 -0.718137 -0.73 0.10 -0.37
C -4.921662 -0.196123 0.499728 -0.02 0.56 0.19
H -4.263857 -3.039363 -2.335301 0.05 -0.01 0.01
H -5.669363 -2.396569 -1.528294 0.23 0.54 0.40
H -4.098333 -4.859149 -0.751970 -0.19 -0.27 0.25
H -5.814670 -4.699646 -1.291623 0.45 -0.28 -0.41
H -5.482798 -4.209176 0.257944 0.67 0.32 0.32
H -5.057945 0.884453 0.493944 0.03 -0.01 -0.09
H -4.567069 -0.519227 1.476583 0.12 -0.05 -0.07
H -5.853507 -0.695864 0.246393 0.04 -0.02 -0.17
```
Positions in Å, forces in eV/Å.

***

Per-record LUMO level, eV: -1.61; -8.41
Per-record E_tot, eV: -86056.764; -180229.456
Per-record frontier orbital gap, eV: 7.41; 3.91